(1)
{
  "formula": "C33H27Cl2N6ORhSeSi",
  "method": "ωB97M-V/def2-TZVPD",
  "species": ["Rh", "C", "Si", "C", "C", "N", "C", "C", "C", "C", "C", "C", "O", "C", "C", "C", "C", "C", "C", "H", "H", "H", "H", "H", "H", "H", "H", "H", "H", "H", "H", "H", "H", "H", "H", "H", "H", "Se", "N", "C", "C", "C", "C", "C", "N", "C", "C", "N", "C", "C", "C", "C", "C", "N", "H", "H", "H", "H", "H", "H", "Cl", "C", "C", "C", "C", "C", "Cl", "C", "N", "H", "H", "H"],
  "coordinates": [[-0.0501, -0.1383, -0.2018], [2.2180, -1.5087, -2.3725], [2.8487, -0.0295, -1.3412], [4.7620, -0.0889, -1.3044], [2.4528, 1.5331, -2.3913], [1.9636, -0.0171, 0.1760], [2.3642, 0.2941, 1.4272], [3.7024, 0.5964, 1.7657], [4.0947, 0.8660, 3.0558], [3.1759, 0.8444, 4.0978], [1.8454, 0.5832, 3.8221], [1.4332, 0.3517, 2.5213], [0.1095, 0.3247, 2.1784], [-0.9335, 0.2123, 3.0782], [-1.8787, 1.2361, 3.0754], [-3.0360, 1.1102, 3.8196], [-3.2520, -0.0290, 4.5780], [-2.3059, -1.0400, 4.5859], [-1.1430, -0.9291, 3.8424], [2.6687, -1.5031, -3.3597], [1.1386, -1.4402, -2.5041], [2.4381, -2.4664, -1.9114], [5.1231, -0.2865, -2.3096], [5.1517, -0.8689, -0.6590], [5.1943, 0.8592, -0.9956], [2.8439, 1.3911, -3.3942], [2.9102, 2.4327, -1.9923], [1.3850, 1.7102, -2.4812], [4.4314, 0.6223, 0.9753], [5.1291, 1.1105, 3.2543], [3.4898, 1.0658, 5.1056], [1.1072, 0.6119, 4.6119], [-1.7063, 2.1170, 2.4750], [-3.7731, 1.8991, 3.7967], [-4.1567, -0.1285, 5.1599], [-2.4820, -1.9349, 5.1623], [-0.4192, -1.7308, 3.8288], [-5.4667, 5.2557, -0.0470], [-5.4942, 3.4745, -0.0243], [-4.2467, 3.0357, -0.0675], [-3.8883, 1.6522, -0.1144], [-4.8125, 0.6201, -0.0849], [-4.3669, -0.6904, -0.1973], [-3.0046, -0.9369, -0.3168], [-2.0895, 0.0179, -0.3186], [-2.4989, 1.3262, -0.2130], [-1.5093, 2.3209, -0.1610], [-0.1942, 1.9130, -0.1389], [0.7457, 2.8319, 0.0043], [0.4880, 4.1955, 0.0846], [-0.8277, 4.6386, 0.0385], [-1.8494, 3.7083, -0.0749], [-3.2370, 4.0541, -0.0854], [-3.6864, 5.2987, -0.0788], [-5.8615, 0.8516, 0.0175], [-5.0514, -1.5229, -0.2009], [-2.6512, -1.9541, -0.4250], [1.7674, 2.4830, 0.0650], [1.3138, 4.8826, 0.1859], [-1.0781, 5.6855, 0.1075], [-1.2260, -3.4047, -2.7789], [-0.5706, -4.1040, -1.3502], [-0.5755, -5.4665, -1.1771], [-0.0113, -6.0309, -0.0381], [0.5769, -5.2186, 0.9278], [0.5685, -3.8554, 0.7725], [1.2850, -2.8127, 1.9331], [-0.0380, -3.2088, -0.3584], [-0.1235, -1.9292, -0.4686], [-1.0182, -6.0902, -1.9390], [-0.0128, -7.1017, 0.0872], [1.0424, -5.6495, 1.8009]],
  "s_squared": 6.091,
  "homo_ev": [-5.2242, -6.9746],
  "homo_lumo_gap_ha": [0.177, 0.187],
  "spin_multiplicity": 5,
  "lumo_energy_ev": [-0.4, -1.9]
}


(2)
{
  "formula": "C31H40INO12",
  "method": "ωB97M-V/def2-TZVPD",
  "species": ["C", "C", "I", "C", "C", "C", "C", "C", "C", "C", "C", "O", "N", "C", "O", "H", "H", "H", "H", "H", "H", "H", "H", "H", "H", "O", "C", "C", "C", "C", "O", "H", "H", "H", "H", "H", "H", "O", "C", "C", "C", "C", "O", "H", "H", "H", "H", "H", "H", "O", "C", "C", "C", "C", "O", "H", "H", "H", "H", "H", "H", "O", "C", "C", "C", "C", "O", "H", "H", "H", "H", "H", "H", "O", "C", "C", "C", "C", "O", "H", "H", "H", "H", "H", "H"],
  "coordinates": [[3.0289, 2.5546, -0.1990], [2.1540, 1.3274, -0.3906], [3.3153, -0.3140, -1.1453], [0.9083, 1.5954, -1.2668], [-0.3383, 1.6018, -0.4165], [-0.9387, 0.3937, -0.0624], [-2.0619, 0.3306, 0.7640], [-2.6360, 1.4955, 1.2613], [-2.0555, 2.6914, 0.8983], [-0.9317, 2.7560, 0.0791], [-0.5939, 4.1903, -0.1176], [0.3876, 4.6743, -0.6154], [-1.6295, 4.9688, 0.4987], [-2.4584, 4.0763, 1.2577], [-3.2574, 4.4349, 2.0761], [2.4081, 3.3688, 0.1861], [3.5096, 2.8570, -1.1274], [3.8059, 2.3510, 0.5376], [1.8239, 0.9891, 0.5908], [1.0163, 2.5541, -1.7723], [0.7905, 0.8107, -2.0112], [-0.5148, -0.5313, -0.4387], [-2.4870, -0.6319, 1.0231], [-3.5079, 1.4862, 1.9015], [-2.1635, 5.5385, -0.1460], [6.2400, 1.8436, -0.3903], [6.4315, 2.7367, -1.1606], [7.1766, 2.6976, -2.4824], [7.4058, 4.1787, -2.7866], [6.2118, 4.8229, -2.0934], [5.9358, 3.9807, -0.9588], [6.5308, 2.2178, -3.2203], [8.0922, 2.1224, -2.3788], [7.4598, 4.4174, -3.8465], [8.3301, 4.5149, -2.3155], [5.3246, 4.8351, -2.7331], [6.4077, 5.8283, -1.7360], [-3.4240, -2.3917, 1.6782], [-4.3689, -2.4777, 2.4112], [-5.7781, -2.9158, 2.0671], [-6.5815, -2.4381, 3.2764], [-5.5338, -2.4866, 4.3829], [-4.2828, -2.2013, 3.7277], [-5.7810, -4.0031, 1.9696], [-6.0920, -2.4724, 1.1266], [-7.4606, -3.0389, 3.4971], [-6.9056, -1.4086, 3.1196], [-5.4592, -3.4743, 4.8418], [-5.6877, -1.7459, 5.1629], [6.7593, 7.4340, -0.2673], [5.8636, 7.3765, 0.5262], [4.3729, 7.4487, 0.2573], [3.7905, 7.7037, 1.6459], [4.8297, 7.0371, 2.5409], [6.0798, 7.1877, 1.8443], [4.0569, 6.4857, -0.1500], [4.1559, 8.2335, -0.4617], [2.7878, 7.3083, 1.7911], [3.7646, 8.7761, 1.8440], [4.6403, 5.9700, 2.6722], [4.9247, 7.5025, 3.5186], [-3.0434, -7.9432, 1.1040], [-2.2210, -7.0902, 0.9291], [-2.0932, -5.7511, 1.6261], [-1.1613, -4.9753, 0.6997], [-0.3351, -6.0950, 0.0798], [-1.2210, -7.2328, 0.0297], [-1.6604, -5.9196, 2.6140], [-3.0699, -5.2881, 1.7343], [-0.5598, -4.2213, 1.2022], [-1.7524, -4.4800, -0.0713], [0.5290, -6.3643, 0.6910], [-0.0008, -5.8749, -0.9306], [-3.0036, -4.9392, -2.5862], [-3.6627, -5.9114, -2.8146], [-3.1782, -7.3080, -3.1459], [-4.4286, -7.9781, -3.7119], [-5.5355, -7.2219, -2.9849], [-5.0155, -5.8958, -2.7771], [-2.8414, -7.7778, -2.2192], [-2.3525, -7.2627, -3.8503], [-4.4729, -9.0530, -3.5522], [-4.4955, -7.7921, -4.7847], [-5.7595, -7.6570, -2.0090], [-6.4562, -7.1419, -3.5573]],
  "homo_ev": -9.0205,
  "smiles": "C[C@H](I)Cc1cccc2c1C(=O)NC2=O.O=C1CCCO1.O=C1CCCO1.O=C1CCCO1.O=C1CCCO1.O=C1CCCO1",
  "homo_lumo_gap_ha": 0.322,
  "lumo_energy_ev": -0.3
}


(3)
{
  "formula": "C6H6O",
  "method": "ωB97M-V/def2-TZVPD",
  "species": ["O", "C", "C", "C", "C", "C", "C", "H", "H", "H", "H", "H", "H"],
  "coordinates": [[3.1825, 0.1722, -0.1628], [1.9785, -0.0012, -0.1598], [0.9255, 1.0641, -0.0347], [-0.5010, 0.2890, 0.0840], [-0.2459, -1.0823, -0.5107], [0.4120, -2.0150, 0.4563], [1.2259, -1.3037, -0.3626], [1.1163, 1.8825, 0.7029], [0.9787, 1.3782, -1.0082], [-0.7569, 0.0535, 1.1574], [-1.1989, 1.0502, -0.3447], [-0.7017, -1.3213, -1.4882], [0.4706, -2.7291, 1.1977]],
  "homo_ev": -9.4473,
  "smiles": "O=C1CC[C@@H]2C=C12",
  "homo_lumo_gap_ha": 0.355,
  "lumo_energy_ev": 0.2
}


(4)
{
  "formula": "C22H32N6O3S2",
  "method": "ωB97M-V/def2-TZVPD",
  "species": ["C", "C", "N", "C", "C", "S", "O", "O", "C", "C", "C", "C", "C", "C", "N", "N", "C", "S", "C", "C", "O", "N", "C", "C", "C", "C", "C", "C", "C", "C", "N", "N", "C", "H", "H", "H", "H", "H", "H", "H", "H", "H", "H", "H", "H", "H", "H", "H", "H", "H", "H", "H", "H", "H", "H", "H", "H", "H", "H", "H", "H", "H", "H", "H", "H"],
  "coordinates": [[-3.4300, -7.2057, 0.5145], [-3.3763, -5.6929, 0.7008], [-2.0404, -5.2281, 0.9949], [-0.9915, -5.3911, 0.0158], [-1.2861, -4.7819, -1.3551], [-1.9128, -3.9349, 2.0231], [-2.8933, -4.1037, 3.0540], [-0.5325, -3.8054, 2.3906], [-2.3614, -2.4868, 1.0563], [-3.6902, -2.1476, 0.8971], [-4.0133, -1.0470, 0.1149], [-3.0144, -0.3023, -0.4816], [-1.6694, -0.6441, -0.3050], [-0.6650, 0.1809, -0.9406], [-0.9371, 1.2014, -1.7169], [0.2044, 1.7549, -2.1299], [1.1933, 1.0868, -1.5860], [2.8953, 1.3678, -1.7654], [2.8755, 2.7205, -2.9789], [2.5970, 4.0633, -2.3029], [3.5019, 4.8018, -1.9704], [1.2909, 4.3311, -2.1666], [0.8112, 5.4677, -1.4159], [0.2923, 5.0400, -0.0344], [1.3633, 4.3534, 0.7682], [1.2771, 3.0682, 1.0851], [2.3222, 2.3157, 1.8520], [3.6337, 3.0914, 1.9192], [3.3480, 4.5427, 2.2823], [2.5467, 5.1925, 1.1588], [0.7034, 0.0651, -0.8258], [1.4351, -0.8993, -0.1492], [-1.3486, -1.7577, 0.4689], [-2.9677, -7.6982, 1.3651], [-2.9123, -7.5091, -0.3918], [-4.4662, -7.5256, 0.4432], [-3.7879, -5.1892, -0.1859], [-3.9732, -5.4134, 1.5699], [-0.7837, -6.4599, -0.0952], [-0.1131, -4.9200, 0.4586], [-1.5496, -3.7305, -1.2667], [-2.1020, -5.3057, -1.8474], [-0.4015, -4.8660, -1.9809], [-4.4462, -2.7318, 1.3963], [-5.0468, -0.7686, -0.0230], [-3.2457, 0.5583, -1.0890], [3.8789, 2.7302, -3.4034], [2.1312, 2.4730, -3.7333], [0.6249, 3.5775, -2.3392], [0.0055, 5.9458, -1.9807], [1.6428, 6.1674, -1.3153], [-0.0553, 5.9318, 0.4922], [-0.5573, 4.3667, -0.1704], [0.3928, 2.5034, 0.8114], [2.4979, 1.3425, 1.3823], [1.9485, 2.1202, 2.8639], [4.3014, 2.6322, 2.6508], [4.1242, 3.0601, 0.9441], [2.7771, 4.5776, 3.2134], [4.2810, 5.0875, 2.4353], [2.2047, 6.1854, 1.4618], [3.1933, 5.3205, 0.2856], [1.5171, -0.6683, 0.8410], [2.3663, -0.9550, -0.5563], [-0.3305, -2.0728, 0.6246]],
  "homo_ev": -8.6302,
  "smiles": "CCN(CC)S(=O)(=O)c1cccc(-c2nnc(SCC(=O)NCCC3=CCCCC3)n2N)c1",
  "homo_lumo_gap_ha": 0.322,
  "lumo_energy_ev": 0.1
}


Energy? In order: -146923.532; -66958.889; -8362.561; -60086.469 eV.